Here is a cluster of 2 separate species, CF2O3 in total from the Open Molecules 2025 dataset. Energies are from wB97M-V/def2-TZVPD.

Its LUMO energy (alpha / beta) is -5.202 / -5.120 eV. The value obtained for the molar mass is 98.00 g mol⁻¹. As for the multiplicity: 1. Its total charge is 0. The calculation puts the orbital gap (alpha / beta) at 6.72 / 6.80 eV. The HOMO energy (alpha / beta) comes out at -11.9 / -11.9 eV.

Cartesian coordinates (Å):
F1 -1.903 0.585 1.589
O1 -1.620 -0.556 0.883
O2 1.594 0.354 -1.382
F2 1.005 -0.704 0.615
C1 0.789 -0.035 -0.612
O3 -0.453 0.148 -0.810